Entry 1:
Density functional theory data (ωB97M-V/def2-TZVPD) for an isolated ion of composition C3H3N2OS and charge -1 in a non-equilibrium geometry.

XYZ file:
```
10
Properties=species:S:1:pos:R:3:forces:R:3
C 2.20788 -0.53797 -0.06081 2.9 -1.0 0.3
C 1.01109 -0.32748 -0.72685 -4.7 1.8 0.4
C 0.13395 0.19686 0.33876 4.7 -1.2 1.7
N 0.84845 0.17843 1.61211 -3.7 0.9 -2.8
N -1.10554 0.66005 0.06135 0.5 0.6 3.0
O 2.17348 -0.21570 1.22011 -0.5 0.5 1.3
S 0.33897 -0.39380 -2.27859 1.0 -0.4 0.1
H 3.19120 -0.85638 -0.19964 1.1 -0.7 -1.6
H -1.30795 0.33412 -0.87985 -1.3 0.3 0.1
H -1.58814 0.93800 0.96393 -0.1 -0.7 -2.5
```
Positions in Å, forces in eV/Å.

* total charge: -1
* LUMO (spin up / spin down): 3.61 / 2.91 eV
* multiplicity: 3
* largest force on an atom: 5.2 eV/A
* relative energy (zero: lowest compared OMol25 entry of this formula, charge and spin): 22.0 kcal per mole
* HOMO-LUMO gap (spin up / spin down): 3.3 / 6.4 eV


Entry 2:
Density functional theory data (ωB97M-V/def2-TZVPD) for a 5-piece molecular cluster, C14H28Cl4O3 overall in a non-equilibrium geometry.

XYZ file:
```
49
Properties=species:S:1:pos:R:3:forces:R:3
C -4.99221 -0.72250 4.24281 2.1 -1.9 1.6
C -4.68790 -1.40585 2.90171 -0.4 -0.3 0.0
C -4.44445 -0.11092 2.12417 2.7 -1.3 -0.9
O -3.48709 0.56836 2.94188 -0.8 0.5 1.5
C -3.83962 0.31507 4.34711 -0.7 1.7 -0.5
H -4.92319 -1.35702 5.16403 -0.1 0.1 -0.9
H -6.02637 -0.44043 4.17292 -0.2 1.2 0.2
H -5.61216 -1.88286 2.55982 0.3 -0.3 -0.1
H -3.82534 -2.14380 2.90269 -1.0 1.1 -0.1
H -5.36963 0.40732 1.86365 0.1 0.3 0.3
H -3.77881 -0.23751 1.25022 -1.1 -0.3 -0.3
H -4.25330 1.28775 4.77055 0.7 -1.0 -0.2
H -2.87652 0.03062 4.89583 -1.6 0.0 -0.7
C 5.09289 -1.55541 -1.03659 0.4 -1.2 -0.3
C 4.15264 -2.44897 -0.23491 0.2 -0.2 0.5
C 4.52264 -2.09771 1.19008 2.1 -1.0 -0.4
O 4.95230 -0.77425 1.15713 0.3 2.1 -0.3
C 5.06394 -0.31997 -0.21088 0.4 0.6 0.9
H 4.63500 -1.36855 -1.98804 0.2 0.0 -0.8
H 6.08853 -2.00523 -1.14399 -0.2 0.2 0.0
H 4.16993 -3.51282 -0.35566 0.6 -0.7 -0.5
H 3.14405 -2.19684 -0.48598 -0.8 0.5 0.1
H 5.44291 -2.68001 1.52197 -1.2 0.1 -0.3
H 3.74549 -2.23602 1.89596 -0.8 -0.1 0.8
H 5.84578 0.45805 -0.33655 0.1 -1.0 0.3
H 4.18619 0.21153 -0.49133 -1.3 0.6 0.0
C 2.35452 1.78950 -3.12325 -0.1 -0.5 -1.6
C 0.96203 2.49198 -3.08257 -0.3 -2.0 0.8
C -0.05163 1.28632 -3.29681 1.4 0.2 0.4
O 0.66767 0.18677 -2.66622 -0.4 0.6 -0.4
C 1.99668 0.24951 -3.20959 -1.4 0.5 -1.2
H 2.96822 1.98611 -2.23655 -0.1 0.0 -0.3
H 2.88863 2.10791 -4.06745 -0.3 -0.3 1.2
H 0.88287 3.26701 -3.79487 -0.2 0.8 -0.9
H 0.74320 2.91271 -2.08423 0.2 -0.2 -0.5
H -0.31895 0.97428 -4.32956 0.5 0.5 0.3
H -0.97018 1.52808 -2.77927 -0.2 -0.5 0.4
H 1.88219 -0.20226 -4.29171 0.9 1.1 1.8
H 2.62400 -0.36359 -2.57526 0.2 -0.2 -0.1
Cl -1.09960 2.22292 0.91428 0.0 0.4 -0.1
C -2.39146 3.30492 1.47293 -0.1 -0.8 0.0
Cl -3.02312 4.39164 0.23337 0.0 -0.2 0.1
H -3.14227 2.64761 1.88952 -0.4 0.0 -0.4
H -2.01507 3.86822 2.28596 0.5 0.8 0.5
Cl -1.34161 -0.77766 -0.37953 -0.3 -0.4 -0.5
C -1.56157 -1.64515 -1.96870 -0.8 0.6 1.3
Cl -2.05449 -3.34085 -1.66629 0.1 0.6 -0.3
H -2.35922 -1.06252 -2.49504 0.9 -0.9 0.2
H -0.56651 -1.60549 -2.36777 0.0 -0.1 -0.7
```
Positions in Å, forces in eV/Å.

* total charge: 0
* LUMO: 0.75 eV
* largest force on an atom: 3.2 eV/A
* relative energy (zero: lowest compared OMol25 entry of this formula, charge and spin): 32.0 kcal per mole
* HOMO-LUMO gap: 10.1 eV
* structure (SMILES): C1CCOC1.C1CCOC1.C1CCOC1.ClCCl.ClCCl


Entry 3:
Density functional theory data (ωB97M-V/def2-TZVPD) for one molecule with the formula C14H19NO4 in a non-equilibrium geometry.

XYZ file:
```
38
Properties=species:S:1:pos:R:3:forces:R:3
C -5.23643 -0.63397 -3.19196 -2.6 -3.2 -3.9
C -3.96556 -0.65591 -4.02312 2.5 2.5 3.8
C -2.86205 -1.43214 -3.23973 4.0 2.8 -1.2
C -2.31736 -0.71253 -1.97472 -0.7 -3.4 0.5
O -1.02543 -1.44641 -1.62984 -1.2 3.4 3.9
C -0.50900 -0.87029 -0.31779 -1.2 -0.8 0.0
C -0.96224 0.29468 0.48419 1.9 -5.5 -2.4
C -0.32183 0.27809 1.71330 -1.6 4.1 2.8
C 0.81333 -0.39929 2.14236 -2.7 2.4 -0.3
C 1.41846 0.04167 3.43267 7.3 -7.0 -6.0
C 2.85919 0.63596 3.05843 -1.5 4.3 -0.9
O 3.83067 0.72956 3.79241 -1.1 -1.5 -0.5
N 2.80228 1.67821 1.88845 -8.2 -12.7 7.8
C 3.78516 2.33186 1.72213 12.6 13.4 -0.7
C 5.07629 1.81905 1.22457 -2.5 -1.5 -3.0
O 5.40361 1.93346 0.06325 0.8 1.2 0.1
O 5.58617 0.92053 1.94094 2.6 -5.3 4.7
C 1.19725 -1.35808 1.23494 10.6 1.0 11.7
C 0.50821 -1.69608 0.32467 -6.7 -4.8 -15.9
H -5.56568 -1.77059 -2.82454 0.4 2.5 -1.9
H -5.07302 -0.34032 -2.25876 0.9 2.4 3.8
H -6.06380 -0.01094 -3.71191 1.1 -1.4 1.2
H -3.49023 0.44955 -4.18230 -1.3 -2.3 0.6
H -3.92119 -1.03852 -4.95911 -1.0 -1.3 -2.9
H -2.89822 -2.48237 -3.05255 -1.0 -0.7 0.2
H -1.87234 -1.35511 -3.85807 -1.7 -0.3 0.4
H -3.13536 -0.70082 -1.21524 0.9 -1.0 0.4
H -2.12069 0.29999 -2.00020 0.8 2.2 -1.2
H -1.86366 0.78845 0.27346 -0.7 1.0 -0.2
H -0.84049 1.11606 2.42695 1.6 -2.1 -1.3
H 1.64571 -0.89115 3.92198 -0.1 0.2 1.3
H 0.96022 0.74747 3.82923 -4.4 5.9 4.2
H 1.98603 1.71053 1.43063 -3.3 0.2 -2.2
H 4.22997 3.02823 2.67940 -1.4 -1.5 -1.3
H 3.63404 3.13772 1.00197 -0.4 0.2 -0.1
H 5.14454 0.39751 2.82471 0.9 3.3 -3.1
H 2.18156 -1.97337 1.41337 -1.8 1.2 0.0
H 0.98189 -2.57070 -0.38418 -1.8 2.1 1.6
```
Positions in Å, forces in eV/Å.

* total charge: 0
* LUMO: 0.30 eV
* largest force on an atom: 18.4 eV/A
* relative energy (zero: lowest compared OMol25 entry of this formula, charge and spin): 252.4 kcal per mole
* HOMO-LUMO gap: 9.1 eV
* structure (SMILES): CCCCOc1ccc(CC(=O)NCC(=O)O)cc1


Entry 4:
Density functional theory data (ωB97M-V/def2-TZVPD) for a 2-piece molecular cluster, C7H19N3 overall in a non-equilibrium geometry.

XYZ file:
```
29
Properties=species:S:1:pos:R:3:forces:R:3
C -3.20465 -0.20636 -0.84492 3.3 0.0 0.1
C -4.62438 -0.48907 -0.72033 0.4 0.7 0.8
C 3.65366 0.85564 -0.21324 -0.9 -0.8 0.5
C -0.38023 1.65231 0.38561 2.3 -3.3 -0.7
C 0.55572 -1.66570 0.00450 -1.6 2.1 -0.1
C 3.27512 -0.36936 -1.09870 0.4 2.2 -1.2
C -0.93429 0.25864 -0.04047 2.5 0.6 -0.9
N -2.31686 0.07833 0.11374 -3.5 0.1 0.2
N -0.43665 -0.89672 2.02745 0.6 -3.9 -2.0
N -0.20842 -0.85101 0.66587 0.6 0.5 0.3
H -2.58881 -0.40979 -1.79520 -1.7 0.4 0.9
H -5.30090 0.03805 -1.35238 0.0 1.2 -1.1
H -4.69059 -1.42145 -1.24676 -0.3 -1.3 0.3
H -5.09439 -0.36069 0.26087 0.5 -0.7 0.0
H 2.88362 1.28226 0.43524 -0.8 0.1 -0.6
H 4.33597 0.65920 0.60542 0.9 -0.5 -0.5
H 4.02323 1.60449 -0.86696 0.4 0.9 -0.2
H 0.67694 1.76515 0.03248 -0.8 -0.4 0.6
H -0.48262 1.86238 1.39926 0.1 0.0 2.0
H -0.87729 2.39037 -0.06846 -2.2 2.7 -2.1
H 0.99258 -2.52370 0.37581 0.9 -1.5 1.5
H 0.79191 -1.46685 -1.01923 -0.5 0.2 -0.6
H 3.29092 -1.26397 -0.56620 0.0 -1.7 0.9
H 4.03478 -0.43431 -1.91041 -0.4 -0.2 0.6
H 2.31943 -0.25343 -1.66309 0.5 0.1 0.5
H -0.73137 0.03910 -1.07885 0.3 0.4 -0.4
H -0.60622 -0.09880 2.57007 0.2 1.4 0.5
H -2.61856 0.33064 1.05260 -0.7 -0.2 -0.1
H 0.03835 -1.74217 2.37365 -0.5 1.1 0.7
```
Positions in Å, forces in eV/Å.

* total charge: +2
* LUMO: -8.77 eV
* largest force on an atom: 4.4 eV/A
* relative energy (zero: lowest compared OMol25 entry of this formula, charge and spin): 72.9 kcal per mole
* HOMO-LUMO gap: 8.5 eV